DFT (ωB97M-V/def2-TZVPD) results for a molecular structure, C84H180F11N10O13S5 at a distorted geometry.

```
303
Properties=species:S:1:pos:R:3:lowdin_charge:R:1
C -3.794 -24.814 -11.185 -0.072
C -3.260 -25.522 -9.931 -0.231
C -1.739 -25.594 -9.992 -0.090
N -1.043 -26.443 -8.878 -0.254
C 0.402 -26.102 -8.901 -0.110
C 0.732 -24.690 -8.343 -0.157
C 0.173 -24.578 -6.954 -0.190
C -1.291 -24.871 -7.000 -0.165
C -1.638 -26.246 -7.542 -0.130
C -1.140 -27.877 -9.339 0.017
H -3.755 -25.457 -12.082 0.091
H -3.082 -23.985 -11.369 0.089
H -4.772 -24.427 -11.024 0.071
H -3.745 -26.527 -9.750 0.132
H -3.619 -25.015 -9.064 0.092
H -1.267 -24.634 -9.822 0.112
H -1.407 -26.094 -10.895 0.132
H 0.834 -26.190 -9.898 0.144
H 0.869 -26.859 -8.297 0.131
H 0.256 -23.903 -8.941 0.112
H 1.818 -24.437 -8.387 0.140
H 0.369 -23.681 -6.444 0.107
H 0.693 -25.429 -6.419 0.143
H -1.889 -24.184 -7.580 0.111
H -1.836 -24.744 -6.010 0.154
H -2.738 -26.471 -7.543 0.155
H -1.225 -26.965 -6.911 0.097
H -0.782 -28.014 -10.353 0.112
H -2.145 -28.235 -9.162 0.094
H -0.534 -28.475 -8.649 0.095
C 6.845 -30.418 -1.588 -0.085
C 6.871 -29.887 -0.131 -0.235
C 7.102 -28.378 -0.209 -0.157
N 6.839 -27.672 1.080 -0.258
C 6.859 -26.112 0.956 -0.081
C 6.524 -25.442 2.250 -0.185
C 5.168 -25.824 2.718 -0.218
C 4.961 -27.289 2.802 -0.171
C 5.422 -28.107 1.583 -0.062
C 7.954 -28.009 2.020 0.009
H 6.099 -29.864 -2.071 0.047
H 6.519 -31.490 -1.524 0.096
H 7.822 -30.336 -2.094 0.084
H 7.713 -30.349 0.551 0.140
H 5.934 -30.216 0.361 0.089
H 6.488 -27.882 -0.994 0.145
H 8.186 -28.119 -0.433 0.161
H 6.206 -25.944 0.106 0.136
H 7.926 -25.849 0.701 0.152
H 6.693 -24.393 2.147 0.125
H 7.259 -25.784 3.038 0.134
H 4.426 -25.384 1.955 0.143
H 4.795 -25.398 3.652 0.127
H 3.936 -27.544 2.966 0.094
H 5.502 -27.604 3.687 0.119
H 4.764 -28.111 0.724 0.113
H 5.588 -29.126 1.936 0.127
H 8.809 -27.450 1.763 0.096
H 8.136 -29.089 2.078 0.106
H 7.640 -27.691 3.051 0.113
C 2.487 -34.762 -5.579 -0.094
C 2.009 -34.368 -4.214 -0.207
C 0.564 -33.862 -4.483 -0.131
N -0.261 -33.373 -3.332 -0.247
C -1.701 -33.407 -3.822 -0.106
C -2.677 -32.946 -2.717 -0.145
C -2.497 -33.687 -1.409 -0.191
C -1.088 -33.832 -1.077 -0.182
C -0.155 -34.267 -2.158 -0.103
C 0.186 -31.993 -3.005 0.029
H 2.622 -33.824 -6.124 0.090
H 1.791 -35.495 -6.002 0.045
H 3.442 -35.248 -5.652 0.075
H 2.583 -33.522 -3.864 0.102
H 2.061 -35.113 -3.462 0.096
H -0.101 -34.726 -4.834 0.114
H 0.540 -33.099 -5.323 0.167
H -1.970 -34.418 -4.144 0.112
H -1.764 -32.853 -4.724 0.084
H -3.682 -33.205 -3.116 0.119
H -2.740 -31.883 -2.647 0.096
H -3.034 -34.628 -1.634 0.128
H -3.111 -33.252 -0.569 0.143
H -0.947 -34.422 -0.238 0.109
H -0.761 -32.838 -0.715 0.118
H -0.323 -35.269 -2.511 0.105
H 0.863 -34.392 -1.789 0.148
H -0.144 -31.268 -3.764 0.117
H 1.267 -31.961 -3.125 0.106
H -0.144 -31.597 -2.035 0.096
C -5.375 -31.985 -10.874 -0.054
C -4.790 -32.759 -9.682 -0.224
C -5.463 -32.357 -8.378 -0.131
N -5.267 -33.382 -7.242 -0.250
C -6.078 -34.618 -7.628 -0.064
C -5.785 -35.724 -6.585 -0.168
C -4.335 -36.059 -6.396 -0.175
C -3.538 -34.769 -6.062 -0.136
C -3.819 -33.747 -7.210 -0.099
C -5.709 -32.621 -6.034 0.030
H -5.047 -32.489 -11.740 0.063
H -4.958 -30.981 -10.902 0.086
H -6.427 -32.069 -10.824 0.069
H -3.708 -32.493 -9.538 0.129
H -4.786 -33.814 -9.849 0.084
H -6.524 -32.268 -8.514 0.127
H -5.122 -31.438 -8.007 0.074
H -5.773 -34.867 -8.680 0.142
H -7.101 -34.303 -7.544 0.130
H -6.279 -36.620 -6.941 0.117
H -6.287 -35.446 -5.607 0.136
H -3.848 -36.399 -7.402 0.144
H -4.121 -36.891 -5.722 0.115
H -2.518 -35.016 -6.171 0.082
H -3.709 -34.309 -5.098 0.085
H -3.560 -34.172 -8.201 0.137
H -3.230 -32.853 -7.038 0.094
H -5.825 -33.281 -5.195 0.090
H -6.685 -32.005 -6.298 0.166
H -4.971 -31.850 -5.863 0.064
C 16.590 -36.253 -5.724 -0.075
C 16.733 -37.793 -5.661 -0.210
C 15.553 -38.516 -6.230 -0.123
N 14.226 -38.649 -5.418 -0.220
C 13.094 -39.154 -6.351 -0.111
C 11.869 -39.513 -5.575 -0.191
C 12.276 -40.435 -4.439 -0.213
C 13.155 -39.784 -3.462 -0.196
C 14.430 -39.500 -4.154 -0.109
C 13.736 -37.304 -4.877 0.003
H 15.794 -35.988 -6.484 0.080
H 17.555 -35.808 -5.951 0.080
H 16.246 -35.900 -4.769 0.057
H 16.934 -38.203 -4.681 0.102
H 17.598 -38.125 -6.274 0.135
H 15.654 -39.601 -6.446 0.136
H 15.154 -38.141 -7.190 0.136
H 13.384 -40.080 -6.858 0.140
H 12.921 -38.344 -7.102 0.150
H 11.299 -40.080 -6.326 0.133
H 11.299 -38.669 -5.277 0.100
H 12.697 -41.328 -4.936 0.132
H 11.371 -40.918 -4.004 0.134
H 13.254 -40.449 -2.610 0.134
H 12.654 -38.926 -2.977 0.136
H 14.930 -40.412 -4.514 0.149
H 15.147 -38.898 -3.563 0.137
H 13.792 -36.466 -5.618 0.100
H 14.269 -37.009 -4.028 0.079
H 12.665 -37.383 -4.579 0.100
C 0.967 -25.137 2.372 -0.070
C -0.274 -26.054 2.708 -0.213
C 0.183 -27.069 3.738 -0.173
N -0.834 -28.072 4.120 -0.252
C -2.170 -27.382 4.277 -0.102
C -3.281 -28.390 4.566 -0.180
C -3.444 -29.361 3.485 -0.201
C -2.105 -30.119 3.316 -0.150
C -0.897 -29.216 3.107 -0.088
C -0.465 -28.603 5.492 0.033
H 0.671 -24.506 1.486 0.096
H 1.812 -25.806 2.128 0.065
H 1.136 -24.409 3.134 0.064
H -0.523 -26.684 1.828 0.101
H -1.106 -25.356 3.020 0.132
H 0.644 -26.554 4.606 0.153
H 0.951 -27.772 3.313 0.123
H -2.391 -26.883 3.396 0.097
H -2.026 -26.679 5.076 0.141
H -4.224 -27.790 4.721 0.152
H -3.083 -28.983 5.495 0.131
H -3.743 -28.859 2.556 0.130
H -4.198 -30.067 3.717 0.109
H -2.087 -30.739 2.420 0.121
H -2.040 -30.769 4.209 0.124
H -1.034 -28.737 2.109 0.145
H -0.073 -29.893 3.130 0.124
H -0.949 -29.575 5.712 0.110
H -0.760 -27.951 6.282 0.105
H 0.618 -28.758 5.454 0.117
C -2.189 -41.469 -0.473 -0.061
C -1.371 -42.665 -1.042 -0.218
C -1.953 -43.951 -0.471 -0.120
N -1.273 -45.243 -0.928 -0.256
C -1.216 -45.451 -2.386 -0.121
C -0.396 -46.668 -2.737 -0.144
C 1.034 -46.580 -2.153 -0.155
C 0.936 -46.444 -0.598 -0.164
C 0.157 -45.172 -0.389 -0.126
C -2.003 -46.402 -0.269 0.042
H -2.121 -41.452 0.598 0.078
H -3.173 -41.591 -0.785 0.058
H -1.733 -40.568 -0.856 0.080
H -0.312 -42.564 -0.818 0.101
H -1.470 -42.546 -2.114 0.111
H -2.969 -43.936 -0.823 0.131
H -1.948 -44.065 0.655 0.161
H -0.794 -44.573 -2.827 0.131
H -2.212 -45.548 -2.695 0.129
H -0.289 -46.645 -3.777 0.105
H -0.902 -47.592 -2.389 0.129
H 1.776 -45.857 -2.579 0.133
H 1.548 -47.525 -2.400 0.119
H 1.905 -46.425 -0.150 0.115
H 0.561 -47.307 -0.044 0.121
H 0.744 -44.293 -0.798 0.152
H 0.139 -44.997 0.690 0.139
H -1.883 -46.300 0.796 0.109
H -1.540 -47.348 -0.598 0.102
H -3.071 -46.334 -0.455 0.120
C 11.445 -30.740 -18.120 -0.094
C 12.151 -31.243 -16.882 -0.220
C 11.973 -30.233 -15.750 -0.148
N 12.472 -30.642 -14.399 -0.240
C 12.456 -29.447 -13.441 -0.094
C 11.013 -29.074 -13.092 -0.157
C 10.213 -30.273 -12.542 -0.187
C 10.266 -31.508 -13.423 -0.158
C 11.722 -31.832 -13.731 -0.100
C 13.930 -31.174 -14.460 0.022
H 11.953 -29.917 -18.604 0.081
H 10.392 -30.569 -17.952 0.077
H 11.486 -31.496 -18.942 0.099
H 13.203 -31.307 -17.006 0.100
H 11.643 -32.179 -16.628 0.118
H 10.901 -29.946 -15.651 0.131
H 12.448 -29.332 -16.015 0.126
H 13.053 -28.705 -13.896 0.124
H 12.982 -29.862 -12.619 0.117
H 10.462 -28.659 -13.972 0.123
H 11.141 -28.305 -12.292 0.137
H 9.232 -29.792 -12.302 0.128
H 10.665 -30.494 -11.577 0.112
H 9.711 -31.419 -14.412 0.135
H 9.925 -32.444 -12.978 0.123
H 11.790 -32.618 -14.433 0.103
H 12.351 -32.116 -12.814 0.162
H 14.056 -32.230 -14.683 0.110
H 14.333 -31.170 -13.460 0.093
H 14.549 -30.453 -15.070 0.137
C 5.177 -44.374 -13.224 -0.089
C 5.059 -42.878 -13.133 -0.252
C 3.985 -42.447 -12.130 -0.112
N 3.897 -40.942 -11.793 -0.248
C 2.992 -40.307 -12.790 -0.126
C 2.623 -38.897 -12.465 -0.174
C 1.908 -38.815 -11.139 -0.161
C 2.730 -39.524 -10.038 -0.157
C 3.204 -40.903 -10.422 -0.098
C 5.241 -40.293 -11.682 0.024
H 5.067 -44.877 -12.248 0.090
H 6.140 -44.558 -13.773 0.110
H 4.297 -44.653 -13.824 0.089
H 4.866 -42.545 -14.135 0.115
H 6.003 -42.506 -12.781 0.097
H 4.103 -42.903 -11.196 0.107
H 3.023 -42.808 -12.485 0.138
H 2.107 -40.985 -12.821 0.155
H 3.542 -40.382 -13.741 0.150
H 2.053 -38.547 -13.327 0.130
H 3.495 -38.199 -12.454 0.132
H 0.985 -39.384 -11.192 0.119
H 1.558 -37.842 -10.828 0.121
H 2.129 -39.543 -9.147 0.101
H 3.591 -38.946 -9.808 0.104
H 2.331 -41.593 -10.536 0.155
H 3.932 -41.253 -9.670 0.146
H 5.759 -40.272 -12.595 0.091
H 5.903 -40.788 -11.001 0.115
H 5.132 -39.229 -11.464 0.106
N -0.128 -36.955 -5.386 -0.313
S -0.141 -38.140 -4.315 0.492
O -0.180 -37.392 -3.098 -0.298
O 0.684 -39.234 -4.578 -0.247
F -1.619 -38.748 -4.523 -0.199
S -0.135 -37.269 -6.963 0.477
O 0.716 -38.337 -7.429 -0.285
O -0.100 -36.016 -7.651 -0.300
F -1.615 -37.693 -7.208 -0.170
C 1.327 -28.463 -0.811 -0.601
F 0.307 -27.762 -0.264 0.096
F 0.840 -28.931 -1.973 0.113
F 2.319 -27.577 -1.155 0.077
S 2.099 -29.676 0.390 0.499
O 2.144 -28.829 1.567 -0.341
O 1.185 -30.827 0.547 -0.342
O 3.398 -29.946 -0.254 -0.335
C 11.494 -32.342 -6.200 -0.888
F 10.797 -31.631 -6.875 0.320
F 12.666 -32.260 -6.212 0.364
F 10.924 -33.311 -5.657 0.258
S 12.695 -34.298 -9.105 0.460
O 13.310 -33.281 -10.053 -0.472
O 13.476 -35.131 -8.209 -0.441
O 11.200 -34.160 -8.893 -0.459
C -3.426 -29.279 -4.900 -0.635
F -3.470 -27.945 -5.108 0.110
F -2.694 -29.510 -3.814 0.138
F -4.706 -29.616 -4.567 0.110
S -2.801 -30.093 -6.388 0.472
O -3.711 -29.983 -7.538 -0.308
O -1.555 -29.407 -6.710 -0.310
O -2.713 -31.414 -5.912 -0.324
```

Values from the calculation:
Kohn-Sham gap, eV: 2.98
Charge: +5
E, a.u.: -7921.84520